C16H25BBr2IN2O2 | the ωB97M-V functional and the def2-TZVPD basis

Structure (XYZ):
```
49
Properties=species:S:1:pos:R:3:lowdin_charge:R:1
C -2.71 0.89 -1.97 -0.03
C -1.65 0.50 -0.72 -0.33
C -1.59 -1.08 -0.35 -0.09
C -1.10 -2.16 -1.44 -0.26
B -1.98 -2.44 -2.84 -0.43
N -3.33 -3.10 -2.92 0.13
O -1.36 -1.90 -4.09 0.04
C -1.44 -3.59 -0.61 -0.09
C -0.05 -4.03 0.18 0.10
N 0.98 -3.42 -0.51 0.00
C 0.47 -2.56 -1.68 -0.65
I 2.06 -1.15 -2.01 0.97
O -0.39 1.10 -1.11 -0.22
C 0.36 1.78 -0.09 -0.26
C 0.20 1.33 1.47 -0.12
C 1.05 0.08 2.18 -0.03
C 0.76 -0.28 3.75 -0.07
C -0.36 0.59 4.58 -0.06
C -1.21 1.87 3.93 -0.05
C -0.90 2.22 2.36 -0.02
H -2.23 0.69 -3.02 0.08
H -3.13 2.00 -1.84 0.11
H -3.65 0.19 -1.80 0.09
H -2.20 1.02 0.20 0.16
H -0.90 -1.17 0.62 0.13
H -2.67 -1.41 0.02 0.15
H -4.05 -2.47 -2.53 0.09
H -3.37 -4.07 -2.54 0.07
H -1.04 -0.97 -3.79 0.11
H -2.24 -3.54 0.25 0.14
H -1.60 -4.55 -1.29 0.15
H 0.09 -4.70 1.13 0.18
H 2.01 -3.49 -0.27 0.15
H 0.40 -3.22 -2.67 0.13
H 0.19 2.96 -0.13 0.08
H 1.52 1.65 -0.35 0.08
H 1.82 -0.50 1.49 0.07
H 1.35 -1.17 4.22 0.08
H -0.60 0.32 5.70 0.08
H -2.02 2.49 4.51 0.09
H -1.49 3.13 1.85 0.11
Br 2.33 4.57 0.32 0.68
C 4.17 4.31 0.90 -0.67
C 5.06 3.91 -0.26 -0.68
Br 4.80 2.03 -0.72 0.58
H 4.16 3.58 1.71 0.06
H 4.48 5.28 1.30 0.06
H 6.11 3.99 0.02 0.06
H 4.88 4.49 -1.16 0.06
```

## Properties
LUMO: -4.654 eV
calculated total energy: -172917.4519 eV
HOMO level: -0.4006 Eh
total charge: +1
frontier orbital gap: 6.25 eV



C16H25BrNO3S4Tl | the ωB97M-V functional and the def2-TZVPD basis

Structure (XYZ):
```
51
Properties=species:S:1:pos:R:3:lowdin_charge:R:1
Tl 0.13 0.09 -0.32 0.64
C -2.80 2.19 -0.60 -0.45
C -1.79 2.90 0.29 -0.47
S -0.84 1.89 1.45 0.90
C -2.13 0.98 2.36 -0.44
C -1.93 -0.53 2.47 -0.47
S -1.73 -1.46 0.93 0.96
C -3.24 -1.05 0.01 -0.43
C -3.06 -0.54 -1.42 -0.45
S -2.05 0.95 -1.69 0.96
H -3.27 2.95 -1.24 0.10
H -3.61 1.73 -0.04 0.08
H -2.30 3.67 0.88 0.11
H -1.03 3.41 -0.30 0.08
H -3.09 1.23 1.91 0.08
H -2.14 1.40 3.37 0.10
H -2.76 -0.95 3.03 0.11
H -1.02 -0.75 3.03 0.06
H -3.82 -0.36 0.62 0.08
H -3.82 -1.97 -0.06 0.10
H -4.04 -0.34 -1.85 0.11
H -2.56 -1.29 -2.04 0.08
Br 2.45 2.60 -0.81 0.88
C 2.63 1.16 -2.01 -0.69
C 3.64 1.11 -2.95 -0.05
C 3.65 0.03 -3.83 0.02
C 2.67 -0.94 -3.74 0.05
C 1.70 -0.83 -2.77 -0.14
N 1.70 0.21 -1.92 -0.02
C 0.57 -1.85 -2.62 -0.55
O 0.50 -2.74 -3.43 0.15
O -0.25 -1.64 -1.63 -0.19
H 4.38 1.90 -3.00 0.12
H 4.43 -0.04 -4.58 0.14
H 2.63 -1.79 -4.41 0.14
C 2.58 1.53 4.35 -0.11
C 2.96 0.97 2.98 -0.36
S 1.94 -0.47 2.59 0.99
O 1.80 -0.49 1.05 -0.63
C 3.07 -1.83 2.93 -0.36
C 4.26 -1.92 1.99 -0.10
H 3.20 2.40 4.56 0.09
H 2.75 0.81 5.15 0.08
H 1.54 1.84 4.38 0.07
H 4.01 0.68 2.93 0.09
H 2.76 1.67 2.17 0.06
H 2.44 -2.72 2.89 0.10
H 3.35 -1.68 3.98 0.11
H 3.94 -1.90 0.95 0.08
H 4.77 -2.86 2.18 0.10
H 4.97 -1.11 2.16 0.08
```

## Properties
LUMO: -7.024 eV
calculated total energy: -142692.8048 eV
HOMO level: -0.5557 Eh
total charge: +2
frontier orbital gap: 8.10 eV



C16H25GaI2NOS | the ωB97M-V functional and the def2-TZVPD basis

Structure (XYZ):
```
47
Properties=species:S:1:pos:R:3:lowdin_charge:R:1
C -3.69 1.93 2.16 -0.25
C -2.03 1.91 2.38 -0.78
I -1.30 2.29 4.45 0.61
C -1.06 1.65 1.24 -0.72
I -1.95 1.27 -0.74 0.66
Ga 0.99 1.70 1.60 0.23
C 1.54 3.72 1.34 -0.30
C 1.98 4.02 -0.22 -0.34
C 0.73 4.11 -1.27 -0.54
S 0.88 2.88 -2.73 0.51
C 2.11 0.66 0.18 -0.31
C 2.09 -0.99 0.47 -0.25
C 2.24 -1.73 -1.00 -0.25
N 2.29 -3.24 -0.93 -0.13
C 1.20 -3.88 -1.81 -0.21
C -0.31 -3.49 -1.23 -0.07
C -1.56 -3.19 -2.28 -0.03
C -3.09 -2.80 -1.72 -0.09
C -3.39 -2.66 -0.08 -0.08
C -2.11 -2.97 0.91 -0.03
C -0.59 -3.40 0.40 -0.13
O 0.40 -3.67 1.46 -0.09
H -4.11 0.91 1.77 0.06
H -4.23 2.29 3.16 0.05
H -3.91 2.81 1.38 0.06
H 1.27 1.19 3.12 -0.08
H 2.41 3.90 2.11 0.04
H 0.55 4.33 1.62 0.05
H 2.54 5.07 -0.24 0.09
H 2.76 3.25 -0.65 0.08
H -0.32 4.03 -0.73 0.06
H 0.76 5.18 -1.79 0.07
H -0.37 2.75 -3.38 -0.16
H 1.64 0.79 -0.88 0.01
H 3.23 1.01 0.26 0.06
H 2.99 -1.25 1.18 0.10
H 1.03 -1.18 0.98 0.08
H 3.26 -1.38 -1.51 0.13
H 1.39 -1.31 -1.70 0.12
H 3.22 -3.60 -1.30 0.10
H 1.29 -3.41 -2.90 0.11
H 1.35 -5.03 -1.94 0.11
H -1.46 -3.25 -3.45 0.08
H -3.97 -2.62 -2.48 0.07
H -4.44 -2.37 0.36 0.08
H -2.30 -2.87 2.08 0.09
H 0.06 -3.36 2.36 0.13
```

## Properties
LUMO: 2.384 eV
calculated total energy: -99934.2121 eV
HOMO level: -0.1676 Eh
total charge: -1
frontier orbital gap: 6.95 eV



C16H25N2O2 | the ωB97M-V functional and the def2-TZVPD basis

Structure (XYZ):
```
45
Properties=species:S:1:pos:R:3:lowdin_charge:R:1
N 0.06 5.63 -0.49 0.00
C -0.93 4.68 -0.32 -0.23
C -1.38 4.05 1.16 -0.27
C -0.06 3.54 2.05 -0.22
C 0.92 2.84 0.93 -0.21
C 2.48 3.29 0.60 -0.07
C 3.45 2.63 -0.53 -0.17
N 2.95 1.53 -1.40 -0.11
C 1.56 1.07 -1.13 -0.19
C 0.44 1.58 -0.06 -0.04
H 0.18 5.84 -1.50 0.01
H -1.46 4.31 -1.31 0.10
H -1.99 3.05 0.95 0.08
H -2.00 4.87 1.71 0.09
H 0.41 4.54 2.47 0.02
H 2.93 4.18 1.25 0.07
H 4.55 3.06 -0.64 0.07
H 1.18 0.19 -1.84 0.06
H -0.65 1.13 0.04 0.07
C -1.87 -2.15 2.92 -0.19
C -3.05 -1.29 3.28 -0.19
C -2.64 0.06 2.71 -0.20
O -1.81 -0.21 1.57 -0.17
C -1.46 -1.60 1.58 -0.20
H -2.10 -3.22 2.90 0.11
H -1.06 -1.99 3.65 0.12
H -3.95 -1.65 2.76 0.11
H -3.27 -1.25 4.35 0.11
H -2.05 0.63 3.43 0.12
H -3.50 0.66 2.41 0.12
H -2.02 -2.08 0.77 0.11
H -0.39 -1.72 1.38 0.12
C 2.18 -3.35 -3.25 -0.18
C 0.72 -3.16 -3.56 -0.18
C 0.06 -4.10 -2.57 -0.21
O 0.92 -4.15 -1.42 -0.14
C 2.17 -3.53 -1.75 -0.20
H 2.81 -2.51 -3.57 0.12
H 2.55 -4.26 -3.73 0.11
H 0.42 -2.13 -3.34 0.11
H 0.45 -3.38 -4.59 0.11
H -0.01 -5.11 -2.97 0.11
H -0.94 -3.77 -2.27 0.11
H 2.21 -2.57 -1.23 0.12
H 2.99 -4.16 -1.39 0.12
```

## Properties
LUMO: 2.792 eV
calculated total energy: -24062.7990 eV
HOMO level: -0.0953 Eh
total charge: -1
frontier orbital gap: 5.39 eV



C16H25N5NiO5S | the ωB97M-V functional and the def2-TZVPD basis

Structure (XYZ):
```
53
Properties=species:S:1:pos:R:3:lowdin_charge:R:1
Ni 0.59 1.46 0.00 0.71
N -0.96 2.75 0.46 0.00
C -0.43 4.11 0.56 -0.21
C 1.00 4.03 1.10 -0.19
N 1.76 3.15 0.21 -0.14
C 3.16 2.86 0.55 -0.20
C 3.95 2.68 -0.75 -0.25
N 3.17 1.96 -1.75 0.01
H -1.73 2.62 -0.20 0.06
H -1.27 2.42 1.38 0.11
H -1.03 4.77 1.19 0.12
H -0.41 4.55 -0.44 0.12
H 1.00 3.58 2.09 0.13
H 1.45 5.03 1.17 0.12
H 1.75 3.52 -0.74 0.12
H 3.19 1.95 1.15 0.11
H 3.59 3.67 1.14 0.12
H 4.92 2.22 -0.51 0.11
H 4.17 3.68 -1.14 0.11
H 3.18 0.95 -1.60 0.03
H 3.54 2.13 -2.68 0.08
C 3.20 -3.53 -0.44 -0.01
N 2.51 -2.46 0.27 -0.05
C 1.86 -2.68 1.44 -0.05
C 1.19 -1.71 2.10 0.02
C 1.15 -0.43 1.46 -0.50
O 0.47 0.56 1.87 -0.06
N 1.83 -0.21 0.32 0.12
C 2.52 -1.19 -0.32 -0.49
O 3.16 -1.02 -1.35 0.04
H 3.19 -4.42 0.18 0.09
H 4.23 -3.23 -0.65 0.09
H 2.71 -3.73 -1.39 0.10
H 1.92 -3.69 1.82 0.13
H 0.67 -1.89 3.02 0.11
C -5.34 -4.01 0.66 -0.06
C -4.47 -2.95 0.05 -0.28
C -4.57 -2.63 -1.30 -0.04
C -3.76 -1.66 -1.87 -0.05
C -2.85 -0.98 -1.07 -0.27
C -2.73 -1.29 0.28 -0.05
C -3.54 -2.26 0.83 -0.04
S -1.86 0.31 -1.78 0.51
O -2.54 1.56 -1.47 -0.34
O -1.71 0.02 -3.18 -0.29
O -0.58 0.19 -1.03 -0.38
H -6.07 -4.39 -0.06 0.07
H -5.88 -3.63 1.53 0.08
H -4.74 -4.86 1.00 0.08
H -5.28 -3.16 -1.92 0.11
H -3.82 -1.42 -2.92 0.12
H -2.00 -0.76 0.88 0.10
H -3.45 -2.50 1.88 0.11
```

## Properties
LUMO (alpha / beta): 0.601 / 0.560 eV
calculated total energy: -86567.1943 eV
expectation value of S²: 2.00
HOMO level (alpha / beta): -0.3206 / -0.3206 Eh
multiplicity: 3
frontier orbital gap (alpha / beta): 9.32 / 9.28 eV



C16H25NO2 | the ωB97M-V functional and the def2-TZVPD basis

Structure (XYZ):
```
44
Properties=species:S:1:pos:R:3:lowdin_charge:R:1
C 4.91 2.36 -0.43 -0.12
C 3.77 1.42 -0.82 -0.27
C 2.62 1.50 0.18 -0.22
C 1.38 0.70 -0.25 -0.16
H 0.59 0.88 0.49 0.11
H 1.03 1.09 -1.20 0.13
C 1.61 -0.81 -0.40 -0.26
C 0.33 -1.41 -0.99 -0.49
O 0.27 -1.79 -2.14 0.07
N -0.71 -1.47 -0.14 0.09
H -0.65 -1.05 0.77 0.12
C -2.04 -1.84 -0.56 -0.11
C -2.94 -0.63 -0.69 -0.13
C -3.48 -0.26 -1.91 -0.03
C -4.30 0.85 -2.02 -0.09
C -4.57 1.61 -0.90 -0.09
C -4.03 1.27 0.33 -0.02
C -3.21 0.15 0.44 -0.22
O -2.62 -0.26 1.61 -0.10
C -2.92 0.44 2.80 -0.08
H -2.38 -0.09 3.59 0.09
H -3.99 0.42 3.01 0.10
H -2.57 1.48 2.76 0.10
H -4.25 1.88 1.19 0.10
H -5.20 2.48 -0.97 0.10
H -4.71 1.13 -2.97 0.10
H -3.26 -0.86 -2.78 0.12
H -1.95 -2.34 -1.52 0.12
H -2.46 -2.53 0.18 0.13
C 2.02 -1.49 0.91 -0.22
C 2.13 -3.00 0.75 -0.09
H 2.84 -3.25 -0.03 0.08
H 2.46 -3.46 1.68 0.07
H 1.17 -3.43 0.48 0.07
H 1.31 -1.25 1.70 0.11
H 2.99 -1.10 1.22 0.11
H 2.39 -0.98 -1.15 0.14
H 2.32 2.55 0.28 0.11
H 2.96 1.17 1.16 0.11
H 3.41 1.68 -1.81 0.11
H 4.16 0.40 -0.86 0.10
H 4.56 3.40 -0.42 0.07
H 5.72 2.29 -1.15 0.07
H 5.29 2.12 0.55 0.07
```

## Properties
LUMO: 0.608 eV
calculated total energy: -22583.4657 eV
HOMO level: -0.3199 Eh
SMILES: CCCC[C@@H](CC)C(=O)NCc1ccccc1OC
frontier orbital gap: 9.31 eV



C16H26B2N6O2Re | the ωB97M-V functional and the def2-TZVPD basis

Structure (XYZ):
```
53
Properties=species:S:1:pos:R:3:lowdin_charge:R:1
C 2.87 -0.59 0.20 0.05
N 1.55 -0.35 -0.07 -0.08
N 1.48 0.34 -1.29 0.10
C 2.74 0.46 -1.77 0.11
C 3.63 -0.11 -0.88 0.18
B 0.19 0.57 -2.17 -0.41
N -0.72 -0.68 -2.04 0.03
N -0.68 -1.56 -0.95 -0.12
C -1.31 -2.70 -1.31 -0.03
C -1.74 -2.58 -2.64 0.07
C -1.33 -1.33 -3.07 0.07
Re 0.13 -1.48 0.97 1.66
N -0.44 2.04 -2.26 0.01
N -1.34 2.68 -1.40 0.16
C -1.59 3.89 -1.91 -0.01
C -0.89 4.06 -3.14 0.14
C -0.19 2.87 -3.32 0.06
H -2.25 4.64 -1.45 0.15
H 0.45 2.56 -4.13 0.16
H -0.90 4.91 -3.79 0.15
H 0.61 0.45 -3.32 0.14
H -1.40 -0.88 -4.05 0.17
H 2.90 0.91 -2.74 0.18
H -2.26 -3.34 -3.18 0.15
H 4.70 -0.22 -0.98 0.17
H -1.40 -3.50 -0.59 0.14
H 3.15 -1.10 1.11 0.16
H -1.91 0.01 1.25 0.11
C -1.67 -1.02 1.60 -0.14
H -2.41 -1.71 1.15 0.10
H 0.65 -2.80 1.62 0.06
H -1.82 -1.05 2.70 0.10
C -0.15 2.59 3.46 0.03
C 1.15 1.76 3.43 -0.45
C 2.37 2.66 3.36 0.03
O 1.15 1.04 2.19 0.07
B 0.65 -0.24 2.50 -0.66
O 0.48 -0.48 3.88 0.15
C 1.17 0.60 4.51 -0.44
C 2.57 0.09 4.84 0.03
C 0.45 0.89 5.82 0.05
H -1.04 1.95 3.41 0.10
H -0.17 3.26 2.59 0.11
H -0.21 3.21 4.36 0.13
H 2.24 3.41 2.57 0.11
H 2.51 3.20 4.31 0.13
H 3.28 2.09 3.14 0.10
H 3.09 0.79 5.52 0.13
H 2.49 -0.87 5.36 0.13
H 3.20 -0.06 3.95 0.10
H -0.56 1.28 5.65 0.10
H 0.38 -0.03 6.40 0.13
H 1.02 1.62 6.41 0.13
```

## Properties
LUMO (alpha / beta): -17.070 / -18.388 eV
calculated total energy: -33481.2046 eV
expectation value of S²: 3.96
HOMO level (alpha / beta): -0.7990 / -0.7891 Eh
total charge: +4
multiplicity: 4
frontier orbital gap (alpha / beta): 4.67 / 3.08 eV



C16H26BCl2N5O9P2S | the ωB97M-V functional and the def2-TZVPD basis

Structure (XYZ):
```
62
Properties=species:S:1:pos:R:3:lowdin_charge:R:1
C 2.95 3.31 -1.68 -0.13
C 1.55 3.74 -1.06 -0.68
Cl 1.78 5.50 -0.54 0.54
C 0.37 3.61 -2.12 -0.62
Cl -1.24 4.14 -1.45 0.66
C 0.38 2.13 -2.65 -0.09
C -0.08 0.95 -1.79 -0.13
C -0.64 1.16 -0.33 -0.09
B -2.27 1.08 -0.43 -0.61
O -2.94 0.67 -1.63 0.08
O -3.12 1.47 0.65 0.10
C -0.02 -0.44 -2.27 -0.33
P -0.55 -1.85 -1.16 0.90
P -2.21 -2.97 -1.99 0.35
O -1.79 -4.41 -2.19 -0.38
O -3.42 -3.01 -0.84 -0.21
O -2.88 -2.31 -3.36 -0.19
C 0.47 -0.64 -3.67 -0.32
N 0.60 -1.85 -4.33 -0.24
S 1.21 -1.47 -5.83 0.98
N 1.34 0.18 -5.79 -0.24
C 0.92 0.54 -4.53 -0.24
C 0.87 1.96 -4.03 -0.13
O 1.25 3.06 -4.81 -0.05
N 2.41 2.82 -5.57 0.01
O 3.34 2.57 -4.90 0.09
H 2.96 2.18 -1.77 0.09
H 3.10 3.80 -2.68 0.07
H 3.81 3.55 -0.98 0.08
H 1.35 3.16 -0.12 0.09
H 0.64 4.35 -2.93 0.11
H -0.37 2.17 0.07 0.07
H -0.27 0.33 0.35 0.09
H -3.03 1.44 -2.24 0.11
H -3.64 2.20 0.26 0.11
H 0.56 -2.74 -1.15 -0.05
H -2.98 -3.41 -0.05 0.03
H -2.47 -2.71 -4.16 0.08
C -2.66 -3.05 2.80 -0.32
O -2.08 -2.85 1.74 -0.03
N -2.78 -2.14 3.79 -0.19
C -3.48 -2.43 5.02 -0.06
C -2.20 -0.82 3.60 -0.02
H -3.14 -4.01 3.04 0.14
H -4.32 -1.73 5.13 0.09
H -2.80 -2.31 5.86 0.09
H -3.87 -3.45 5.02 0.08
H -2.64 -0.35 2.72 0.09
H -1.12 -0.92 3.44 0.06
H -2.38 -0.19 4.48 0.09
C 2.00 -0.01 3.90 -0.33
O 0.82 -0.26 4.03 0.00
N 2.88 -0.75 3.18 -0.20
C 4.28 -0.39 3.05 -0.06
C 2.39 -1.94 2.50 -0.03
H 2.47 0.87 4.36 0.13
H 4.52 -0.24 2.00 0.09
H 4.89 -1.20 3.45 0.09
H 4.49 0.52 3.61 0.08
H 1.60 -1.67 1.80 0.08
H 1.98 -2.63 3.24 0.10
H 3.21 -2.43 1.97 0.09
```

## Properties
LUMO: -1.485 eV
calculated total energy: -98025.1814 eV
HOMO level: -0.3201 Eh
frontier orbital gap: 7.23 eV



C16H26Br24GaO2 | the ωB97M-V functional and the def2-TZVPD basis

Structure (XYZ):
```
69
Properties=species:S:1:pos:R:3:lowdin_charge:R:1
C -1.17 2.68 -2.56 -0.02
C -2.12 2.31 -1.46 -0.51
O -2.55 3.16 -0.68 0.08
O -2.42 1.00 -1.33 -0.04
C -3.07 0.40 -2.44 -0.19
C -2.33 -0.78 -3.02 -0.20
C -2.30 -2.01 -2.13 -0.20
C -1.32 -3.09 -2.63 -0.23
C -0.30 -3.61 -1.63 -0.34
C 0.96 -2.77 -1.46 -0.37
Ga 0.72 -0.94 -0.53 0.22
H -0.67 1.83 -3.02 0.06
H -1.69 3.26 -3.32 0.09
H -0.41 3.33 -2.14 0.03
H -3.20 1.13 -3.24 0.12
H -4.07 0.11 -2.14 0.13
H -2.87 -1.03 -3.93 0.12
H -1.33 -0.51 -3.33 0.09
H -3.29 -2.46 -2.20 0.10
H -2.15 -1.75 -1.09 0.08
H -1.92 -3.93 -2.96 0.07
H -0.78 -2.74 -3.51 0.11
H 0.02 -4.59 -1.99 0.03
H -0.74 -3.78 -0.65 0.10
H 1.67 -3.30 -0.83 -0.05
H 1.44 -2.57 -2.42 0.03
H 2.08 -0.45 0.18 -0.16
H -0.52 -1.11 0.47 -0.12
H 0.34 0.17 -1.66 -0.10
C 2.38 5.35 -3.11 -1.63
Br 2.37 4.01 -1.73 0.61
Br 1.75 4.64 -4.79 0.56
Br 1.38 6.91 -2.60 0.53
H 3.40 5.66 -3.26 -0.03
C 3.57 -3.85 1.73 -1.65
Br 4.08 -2.88 0.16 0.61
Br 1.93 -3.20 2.48 0.53
Br 3.49 -5.75 1.40 0.55
H 4.34 -3.70 2.47 -0.12
C -1.33 -7.46 -4.00 -1.64
Br -1.96 -7.01 -2.24 0.60
Br -2.73 -7.32 -5.31 0.55
Br 0.21 -6.41 -4.49 0.59
H -1.01 -8.49 -3.98 -0.04
C -1.43 -0.44 4.09 -1.62
Br -0.76 0.80 2.79 0.60
Br -3.15 0.10 4.78 0.52
Br -1.51 -2.25 3.43 0.54
H -0.74 -0.42 4.92 -0.05
C 4.24 -2.11 5.56 -1.60
Br 4.60 -1.20 3.90 0.59
Br 2.58 -1.52 6.33 0.57
Br 4.27 -4.02 5.32 0.60
H 5.02 -1.85 6.26 -0.03
C 0.96 11.38 -2.63 -1.64
Br -0.23 10.07 -1.87 0.56
Br 1.30 12.81 -1.39 0.56
Br 2.59 10.60 -3.28 0.56
H 0.45 11.81 -3.48 -0.03
C -6.41 -0.93 7.84 -1.65
Br -6.74 -0.20 9.59 0.55
Br -6.35 0.44 6.50 0.56
Br -4.83 -2.02 7.82 0.57
H -7.25 -1.57 7.61 -0.03
C 5.17 2.28 2.00 -1.66
Br 6.09 3.80 1.24 0.54
Br 3.82 2.82 3.25 0.56
Br 4.45 1.13 0.64 0.55
H 5.91 1.71 2.55 -0.05
```

## Properties
LUMO: 1.176 eV
calculated total energy: -1754501.3468 eV
HOMO level: -0.1660 Eh
total charge: -1
frontier orbital gap: 5.69 eV